ORCA calculation (ωB97M-V/def2-TZVPD) on a structure of composition C23H32IrN8O5.

Computed properties:
- Orbital gap (alpha / beta): 6.040 / 7.111 eV
- DFT total energy: -1814.2032 hartree
- Net charge: -1
- Relative energy (zero: lowest compared OMol25 entry of this formula, charge and spin): 9.71 kJ/mol
- Spin multiplicity: 5
- Largest force on an atom: 0.6 eV/Å

Positions of all 69 atoms, in Å:
Ir: 0.571 -0.678 -0.495
O: -0.434 6.358 0.190
C: 0.480 5.711 0.723
O: 1.480 6.079 1.372
C: 0.379 4.173 0.550
C: 1.024 3.323 1.442
C: 0.960 1.959 1.250
N: 0.330 1.414 0.204
C: -0.303 2.222 -0.659
C: -0.327 3.597 -0.499
C: -0.954 1.513 -1.838
O: -1.868 2.053 -2.444
O: -0.451 0.354 -2.094
H: 1.584 3.757 2.259
H: 1.432 1.262 1.932
H: -0.878 4.219 -1.190
C: 5.240 1.282 -2.264
N: 4.820 0.712 -0.990
C: 5.609 0.767 0.106
C: 5.208 0.285 1.302
C: 3.880 -0.236 1.355
N: 3.096 -0.244 0.308
C: 3.528 0.165 -0.909
O: 2.835 0.075 -1.910
N: 3.350 -0.711 2.505
H: 6.327 1.302 -2.304
H: 4.847 2.292 -2.378
H: 4.846 0.666 -3.066
H: 6.584 1.213 -0.039
H: 5.849 0.325 2.169
H: 3.943 -0.900 3.292
H: 2.493 -1.237 2.407
C: -2.571 -1.601 -1.181
N: -1.916 -1.241 0.092
C: -2.625 -0.083 0.658
N: -4.041 -0.380 0.893
C: -4.640 -0.765 -0.390
N: -3.983 -1.936 -0.980
C: -4.069 -3.039 -0.026
N: -3.453 -2.715 1.264
C: -2.051 -2.369 1.018
C: -4.126 -1.525 1.797
H: -2.047 -2.457 -1.611
H: -2.485 -0.761 -1.869
H: -2.550 0.757 -0.033
H: -2.151 0.193 1.603
H: -4.557 0.073 -1.084
H: -5.697 -0.994 -0.230
H: -3.564 -3.912 -0.447
H: -5.120 -3.288 0.138
H: -1.523 -3.228 0.600
H: -1.575 -2.106 1.965
H: -3.665 -1.259 2.751
H: -5.178 -1.764 1.971
C: 0.651 -3.862 -1.834
C: 1.463 -3.724 -0.541
C: 2.940 -3.512 -0.923
C: 1.344 -5.027 0.258
C: 0.984 -2.545 0.278
H: 1.074 -4.636 -2.483
H: 0.638 -2.919 -2.387
H: -0.384 -4.136 -1.612
H: 3.328 -4.370 -1.484
H: 3.554 -3.379 -0.028
H: 3.040 -2.616 -1.541
H: 1.668 -5.890 -0.332
H: 0.309 -5.197 0.567
H: 1.959 -4.982 1.161
H: 0.984 -2.751 1.355

---

ORCA calculation (ωB97M-V/def2-TZVPD) on an isolated molecule of C23H32N4O.

Computed properties:
- Orbital gap: 8.823 eV
- DFT total energy: -1189.9119 hartree
- Relative energy (zero: lowest compared OMol25 entry of this formula, charge and spin): 112.97 kJ/mol
- Spin multiplicity: 1
- Largest force on an atom: 0.8 eV/Å
- SMILES: Cc1ccc(C)c(CN2CCC(n3nccc3NC(=O)C3CCCC3)CC2)c1

Positions of all 60 atoms, in Å:
C: 5.978 2.693 0.914
C: 5.844 1.270 0.460
C: 4.634 0.602 0.554
C: 4.485 -0.707 0.117
C: 5.584 -1.388 -0.410
C: 6.797 -0.716 -0.501
C: 6.930 0.593 -0.080
H: 7.885 1.090 -0.165
H: 7.654 -1.232 -0.909
C: 5.484 -2.814 -0.865
H: 4.804 -2.905 -1.712
H: 5.110 -3.450 -0.064
H: 6.459 -3.184 -1.172
C: 3.142 -1.379 0.258
N: 2.055 -0.417 0.260
C: 1.852 0.164 -1.053
C: 0.870 1.327 -0.969
H: 0.726 1.772 -1.953
H: 1.259 2.094 -0.301
C: -0.464 0.833 -0.415
N: -1.390 1.931 -0.271
C: -2.748 1.884 -0.247
C: -3.197 3.169 -0.019
C: -2.024 3.924 0.096
N: -0.951 3.175 -0.051
H: -1.926 4.975 0.277
H: -4.213 3.491 0.051
N: -3.437 0.694 -0.432
C: -4.799 0.554 -0.425
O: -5.563 1.477 -0.278
C: -5.220 -0.903 -0.600
H: -4.647 -1.321 -1.433
C: -4.942 -1.692 0.700
H: -4.203 -1.202 1.335
H: -4.576 -2.691 0.456
C: -6.305 -1.795 1.379
C: -7.253 -2.006 0.204
H: -8.293 -1.821 0.464
C: -6.734 -1.020 -0.844
H: -6.960 -1.339 -1.860
H: -7.181 -0.037 -0.685
H: -7.166 -3.031 -0.162
H: -6.345 -2.600 2.111
H: -6.541 -0.854 1.878
H: -2.877 -0.136 -0.558
C: -0.212 0.151 0.934
C: 0.817 -0.964 0.770
H: 0.408 -1.749 0.101
H: 1.012 -1.422 1.743
H: 0.176 0.897 1.628
H: -1.139 -0.255 1.344
H: -0.894 0.108 -1.122
H: 1.472 -0.592 -1.769
H: 2.815 0.522 -1.422
H: 3.004 -2.130 -0.539
H: 3.123 -1.912 1.216
H: 3.773 1.100 0.973
H: 6.908 2.837 1.462
H: 5.145 2.977 1.551
H: 5.993 3.360 0.052

---

ORCA calculation (ωB97M-V/def2-TZVPD) on an isolated molecule of C23H32N4O2S in a non-equilibrium geometry.

Computed properties:
- Orbital gap: 9.455 eV
- DFT total energy: -1663.3727 hartree
- Relative energy (zero: lowest compared OMol25 entry of this formula, charge and spin): 7.66 kJ/mol
- Spin multiplicity: 1
- Largest force on an atom: 1.1 eV/Å
- SMILES: CC(C)c1nc(C(=O)N2CCC[C@@H](CCC(=O)N(C)CCc3ccccn3)C2)cs1

Positions of all 62 atoms, in Å:
C: -5.216 -5.823 -0.518
H: -4.146 -5.805 -0.710
H: -5.709 -6.330 -1.344
H: -5.397 -6.387 0.395
C: -5.760 -4.400 -0.376
C: -5.051 -3.689 0.723
N: -4.312 -2.654 0.569
C: -3.774 -2.205 1.738
C: -4.133 -2.945 2.830
S: -5.158 -4.240 2.390
H: -3.843 -2.778 3.846
C: -2.913 -1.004 1.908
O: -2.774 -0.546 3.036
N: -2.327 -0.438 0.833
C: -2.241 -0.974 -0.505
H: -2.954 -1.788 -0.623
C: -0.812 -1.446 -0.776
C: 0.174 -0.299 -0.570
H: 1.194 -0.660 -0.715
C: 0.017 0.295 0.831
C: 0.918 1.510 1.060
C: 2.408 1.188 0.940
C: 2.931 1.419 -0.468
O: 2.254 1.927 -1.344
N: 4.209 1.016 -0.699
C: 5.098 0.571 0.348
H: 6.018 0.211 -0.110
H: 5.341 1.385 1.036
H: 4.655 -0.251 0.910
C: 4.830 1.430 -1.939
H: 4.024 1.590 -2.658
H: 5.484 0.631 -2.298
C: 5.631 2.735 -1.766
C: 4.732 3.784 -1.180
N: 4.645 3.802 0.145
C: 3.807 4.652 0.713
C: 3.009 5.529 0.000
C: 3.103 5.517 -1.383
C: 3.980 4.633 -1.984
H: 4.073 4.587 -3.058
H: 2.497 6.182 -1.981
H: 2.331 6.196 0.510
H: 3.776 4.620 1.796
H: 6.468 2.563 -1.089
H: 6.011 3.049 -2.738
H: 2.593 0.158 1.247
H: 2.987 1.841 1.597
H: 0.676 2.281 0.325
H: 0.711 1.909 2.055
C: -1.449 0.694 1.041
H: -1.607 1.056 2.058
H: -1.720 1.482 0.330
H: 0.263 -0.475 1.573
H: -0.001 0.483 -1.310
H: -0.742 -1.825 -1.797
H: -0.573 -2.264 -0.092
H: -2.500 -0.173 -1.207
C: -7.266 -4.418 -0.111
H: -7.480 -4.964 0.806
H: -7.784 -4.905 -0.934
H: -7.648 -3.405 -0.010
H: -5.560 -3.842 -1.297